(1)
A structure of composition C9H12CoN2O4S at a distorted geometry. Source: the Open Molecules 2025 dataset; level of theory: wB97M-V/def2-TZVPD.

Each line ends with the Löwdin charge.
Cartesian coordinates (Å):
Co  0.00176  0.00611  -0.15080  -0.055
O  0.13937  2.95141  0.30183  0.225
C  0.08478  1.82080  0.02075  -0.082
C  -0.08613  -1.80929  -0.11537  -0.088
O  -0.14298  -2.95355  0.05923  0.236
C  1.81588  -0.08664  -0.14441  -0.094
O  2.94714  -0.13904  0.01241  0.249
C  -1.81125  0.08971  -0.17864  -0.095
O  -2.94275  0.14261  -0.05228  0.254
C  0.03340  0.67706  -5.20741  -0.089
H  -0.87626  1.28829  -5.15662  0.047
H  0.99609  1.19834  -5.13631  0.047
C  -0.03062  -0.66766  -5.26489  -0.087
H  0.87752  -1.28261  -5.24150  0.048
H  -0.99396  -1.19248  -5.26194  0.048
C  1.17633  1.06659  5.70417  0.013
N  1.11588  0.36745  4.40433  0.012
C  -0.00100  0.00111  3.80075  -0.666
S  -0.00888  -0.05180  2.10986  1.115
N  -1.11827  -0.35876  4.41019  0.008
C  -1.17600  -1.06295  5.70743  0.012
H  0.16926  1.05964  6.12032  0.092
H  1.58378  2.07737  5.56908  0.118
H  1.87463  0.46321  6.29252  0.116
H  1.84163  0.58475  3.72088  0.146
H  -1.84148  -0.58513  3.72400  0.144
H  -1.87450  -0.45881  6.29444  0.116
H  -1.58389  -2.07384  5.57283  0.118
H  -0.16840  -1.05587  6.12287  0.092

Values from the calculation:
Spin multiplicity: 4
Charge: +2
LUMO (spin up / spin down), eV: -8.63 / -11.36
Energy relative to the best compared isomer or geometry (same formula, charge and spin), eV: 1.826
Highest occupied orbital energy (spin up / spin down), eV: -14.4082 / -14.3968

***

(2)
A structure of composition C9H12GdN4O2S3 at a distorted geometry. Source: the Open Molecules 2025 dataset; level of theory: wB97M-V/def2-TZVPD.

Each line ends with the Löwdin charge.
Cartesian coordinates (Å):
Gd  -0.64034  0.38297  -1.39656  1.356
C  -1.22039  -2.13805  1.56996  -0.459
C  -0.09303  -1.28467  2.13978  -0.439
S  -0.08940  0.40099  1.49105  0.919
C  1.65690  0.79313  1.24968  -0.457
C  2.52611  -0.23921  0.51856  -0.441
S  1.91315  -0.94947  -1.04456  0.881
C  1.49355  -2.67837  -0.60909  -0.438
C  0.06264  -3.16510  -0.84961  -0.477
S  -1.34619  -2.22255  -0.22592  0.832
H  -2.20115  -1.77258  1.87641  0.100
H  -1.13930  -3.15810  1.94746  0.117
H  0.88616  -1.71847  1.96841  0.069
H  -0.22144  -1.18096  3.21902  0.116
H  2.08451  0.97451  2.23772  0.119
H  1.64690  1.75800  0.74542  0.081
H  2.76382  -1.09268  1.14896  0.091
H  3.47490  0.23689  0.27326  0.108
H  1.79968  -2.81196  0.42454  0.083
H  2.16218  -3.28871  -1.21570  0.106
H  -0.02545  -4.17554  -0.44549  0.113
H  -0.14945  -3.26604  -1.91555  0.091
O  -1.41994  2.07140  -4.73246  0.456
N  -1.28758  1.45747  -3.86386  0.330
O  -0.25560  2.30834  -1.03042  -0.397
N  -1.61084  2.51567  -1.02689  -0.093
C  -1.93595  3.74114  -0.68752  -0.209
C  -0.94307  4.67159  -0.28085  -0.087
N  -0.13146  5.42627  0.04477  0.314
C  -3.31919  4.06479  -0.74039  -0.088
N  -4.44073  4.33932  -0.79012  0.305

Values from the calculation:
Spin multiplicity: 8
Charge: +3
LUMO (spin up / spin down), eV: -14.77 / -15.99
Highest occupied orbital energy (spin up / spin down), eV: -19.3973 / -19.6083

***

(3)
The ion C9H12IN4O with charge +1 at a distorted geometry. Source: the Open Molecules 2025 dataset; level of theory: wB97M-V/def2-TZVPD.

Each line ends with the Löwdin charge.
Cartesian coordinates (Å):
C  2.57038  -0.69049  -0.75738  -0.091
C  3.29480  0.36966  -0.26019  -0.829
C  1.25917  1.06652  -0.19906  -0.253
C  0.06625  -2.21438  -1.44346  -0.051
C  2.17587  -2.91258  1.38286  0.042
C  1.54517  -3.29612  0.15102  -0.244
C  -0.57938  1.38361  1.40870  -0.042
C  -0.96539  1.99278  -1.01907  -0.055
C  0.06478  1.89482  0.11149  -0.335
N  2.47449  1.41268  0.07142  0.097
N  1.27858  -0.23452  -0.73390  -0.048
N  0.18874  -0.90627  -1.17674  0.108
N  0.79406  -3.23781  -0.91678  0.170
O  2.29489  -4.20484  0.72640  0.158
I  5.34744  0.48780  -0.02371  0.973
H  -0.71446  -2.49763  -2.12849  0.148
H  3.07703  -2.31002  1.37042  0.114
H  1.60550  -2.92102  2.30546  0.134
H  -1.34479  2.08257  1.73253  0.090
H  0.16461  1.30887  2.19741  0.087
H  -1.03982  0.40662  1.26624  0.076
H  -1.59150  2.86468  -0.84729  0.095
H  -1.64164  1.13669  -1.04007  0.070
H  -0.48575  2.11916  -1.98835  0.094
H  0.46908  2.89383  0.30371  0.151
H  -0.54329  -0.28973  -1.53341  0.141
H  0.72566  -4.11763  -1.43296  0.202

Values from the calculation:
Charge: +1
LUMO (spin up / spin down), eV: -4.40 / -5.78
Energy relative to the best compared isomer or geometry (same formula, charge and spin), eV: 3.102
Highest occupied orbital energy (spin up / spin down), eV: -11.9587 / -11.0194

***

(4)
The molecule C9H12N2O at a distorted geometry. Source: the Open Molecules 2025 dataset; level of theory: wB97M-V/def2-TZVPD.

Each line ends with the Löwdin charge.
Cartesian coordinates (Å):
C  0.52659  -0.74130  3.10198  -0.104
C  -0.15862  0.56030  2.69876  -0.217
C  -0.55309  0.54481  1.25303  -0.194
C  -1.87598  0.82640  0.86252  -0.078
N  -2.25067  0.83677  -0.41481  0.135
C  -1.35504  0.59968  -1.40616  -0.266
N  -1.73056  0.67115  -2.75800  0.013
O  -2.80231  1.23100  -3.04509  0.000
C  0.01465  0.32104  -1.10663  -0.137
C  1.10677  0.13717  -2.15348  -0.208
C  1.34423  -1.33101  -2.54456  -0.097
C  0.38337  0.31526  0.22984  0.023
H  0.03816  -1.57740  2.62234  0.075
H  1.59909  -0.68674  2.89044  0.075
H  0.30786  -0.90829  4.17901  0.082
H  -1.03304  0.62355  3.37660  0.116
H  0.48644  1.40412  2.87893  0.112
H  -2.67708  0.87938  1.59376  0.115
H  2.05983  0.53356  -1.73048  0.116
H  0.92392  0.72463  -3.04537  0.099
H  0.47998  -1.66954  -3.14778  0.081
H  2.26708  -1.44412  -3.13720  0.074
H  1.49576  -2.01946  -1.72231  0.065
H  1.40267  0.16908  0.52469  0.120

Values from the calculation:
LUMO, eV: -0.94
Energy relative to the best compared isomer or geometry (same formula, charge and spin), eV: 2.962
Highest occupied orbital energy, eV: -9.0418
Structure (SMILES): CCc1cnc(N=O)c(CC)c1

***

(5)
A structure of composition C9H12N2O2Re. Source: the Open Molecules 2025 dataset; level of theory: wB97M-V/def2-TZVPD.

Each line ends with the Löwdin charge.
Cartesian coordinates (Å):
Re  0.18765  -1.04851  -0.60225  1.642
C  2.24550  -1.29346  -1.32822  -0.161
C  1.89518  -2.52962  -0.69920  -0.093
C  0.80933  -3.10589  -1.40745  -0.091
C  0.45362  -2.22548  -2.46129  -0.111
C  1.35530  -1.08496  -2.42864  -0.152
H  3.06411  -0.64584  -1.05362  0.142
H  2.35804  -2.93800  0.18901  0.152
H  0.31029  -4.03052  -1.15382  0.153
H  -0.35348  -2.37079  -3.16576  0.150
H  1.40700  -0.28065  -3.14603  0.145
C  -0.29800  2.90010  1.37317  0.039
C  -0.37435  1.52002  0.83466  -0.187
N  0.49827  0.96389  0.05447  -0.121
O  1.60450  1.64421  -0.36223  0.042
C  -1.52514  0.60464  1.16058  -0.165
C  -2.70226  0.93177  1.99258  0.046
N  -1.27385  -0.49251  0.55829  -0.213
O  -1.61120  -1.70316  0.19033  -0.053
H  0.22858  3.57188  0.69583  0.109
H  0.20371  2.89956  2.34655  0.133
H  -1.30159  3.29471  1.52491  0.109
H  1.81828  2.33703  0.28461  0.129
H  -2.38010  1.32236  2.95986  0.120
H  -3.32361  0.05223  2.14346  0.112
H  -3.29580  1.70700  1.50022  0.123

Values from the calculation:
Spin multiplicity: 2
Charge: +2
LUMO (spin up / spin down), eV: -9.58 / -9.86
Highest occupied orbital energy (spin up / spin down), eV: -17.5999 / -17.1930

***

(6)
A structure of composition C9H12N2O4Zn at a distorted geometry. Source: the Open Molecules 2025 dataset; level of theory: wB97M-V/def2-TZVPD.

Each line ends with the Löwdin charge.
Cartesian coordinates (Å):
O  0.12719  3.85773  -4.38190  0.029
C  0.09357  2.72357  -4.19104  -0.002
Zn  -0.05799  -1.69678  -2.37666  0.888
C  1.92894  -1.47848  -3.61354  0.122
C  -1.74909  -1.53177  -3.48424  0.142
O  2.87989  -1.36012  -4.24389  0.206
O  -2.66264  -1.40427  -4.22558  0.239
C  -1.74783  -1.56991  0.02716  -0.020
N  -0.71269  -0.84206  0.77272  -0.073
C  -1.05930  -0.75658  2.18687  -0.140
C  0.10315  -0.30420  3.00533  -0.138
C  0.71888  0.93913  2.45330  -0.120
N  0.90930  0.81124  1.00673  -0.057
C  1.76465  1.80369  0.41537  -0.009
C  0.20044  -0.01591  0.18222  -0.370
O  0.40247  -0.00416  -1.10176  -0.097
H  -1.68251  -1.53176  -1.05661  -0.011
H  -2.74934  -1.17281  0.24206  0.130
H  -1.73726  -2.64668  0.27283  0.121
H  -1.91674  -0.06992  2.27213  0.151
H  -1.42881  -1.74857  2.47475  0.143
H  0.84235  -1.09077  3.01153  0.131
H  -0.23843  -0.12595  4.01797  0.140
H  1.69388  1.17654  2.89102  0.146
H  0.08486  1.81767  2.64993  0.149
H  1.41597  2.80175  0.65172  0.112
H  2.78702  1.73589  0.78575  0.112
H  1.79006  1.68347  -0.64416  0.077

Values from the calculation:
Charge: +2
LUMO, eV: -10.00
Highest occupied orbital energy, eV: -15.9053

***

no.,molar mass (g/mol)
1,303.20
2,461.67
3,319.13
4,164.21
5,366.41
6,277.59